The following is a DFT calculation (ωB97M-V/def2-TZVPD) of 2 unconnected molecules or ions with the total composition C6H16O4 at a distorted geometry.

Geometry as ORCA input:
```
! wB97M-V def2-TZVPD RIJCOSX def2/J DEFGRID3
* xyz 0 1
O -4.409 3.256 -0.599
C -3.160 3.912 -0.744
C -2.076 2.900 -0.263
C -0.724 3.511 -0.168
O 0.277 2.665 0.265
H -5.187 3.840 -0.716
H -3.107 4.272 -1.790
H -3.168 4.799 -0.083
H -2.372 2.491 0.722
H -1.998 2.052 -0.970
H -0.417 3.839 -1.180
H -0.639 4.382 0.509
H 1.118 2.979 -0.126
O 4.183 -3.961 1.143
C 3.084 -4.159 0.260
C 1.913 -3.248 0.827
C 0.806 -3.133 -0.136
O -0.286 -2.498 0.552
H 4.842 -4.681 1.067
H 3.391 -3.799 -0.741
H 2.710 -5.194 0.146
H 1.582 -3.659 1.800
H 2.262 -2.212 1.001
H 1.071 -2.661 -1.101
H 0.440 -4.156 -0.351
H -0.137 -1.537 0.677
*
```

HOMO: -10.0244 eV
LUMO: 0.72 eV
E: -14669.675 eV
energy relative to the best compared isomer or geometry (same formula, charge and spin): 226.63 kJ/mol
Kohn-Sham gap: 10.7 eV

=====

The following is a DFT calculation (ωB97M-V/def2-TZVPD) of 2 unconnected molecules or ions with the total composition C6H16S.

Geometry as ORCA input:
```
! wB97M-V def2-TZVPD RIJCOSX def2/J DEFGRID3
* xyz 0 1
C 0.336 -1.622 -1.255
C 1.173 -1.838 -0.002
C 1.523 -0.556 0.722
C 2.164 -0.783 2.073
H -0.581 -1.089 -1.025
H 0.061 -2.577 -1.706
H 0.891 -1.092 -2.028
H 2.090 -2.372 -0.276
H 0.650 -2.518 0.677
H 0.622 0.063 0.856
H 2.150 0.090 0.097
H 1.591 -1.505 2.661
H 2.204 0.123 2.679
H 3.175 -1.191 1.991
C -3.171 1.853 0.093
S -1.399 1.782 0.432
C -0.823 1.885 -1.284
H -3.478 1.003 -0.513
H -3.413 2.770 -0.440
H -3.697 1.851 1.044
H 0.264 1.843 -1.257
H -1.198 1.037 -1.845
H -1.132 2.843 -1.695
*
```

HOMO: -8.5335 eV
LUMO: 0.99 eV
E: -17316.702 eV
energy relative to the best compared isomer or geometry (same formula, charge and spin): 12.37 kJ/mol
Kohn-Sham gap: 9.5 eV

=====

The following is a DFT calculation (ωB97M-V/def2-TZVPD) of 2 unconnected molecules or ions with the total composition C6H16S4 at a distorted geometry.

Geometry as ORCA input:
```
! wB97M-V def2-TZVPD RIJCOSX def2/J DEFGRID3
* xyz 0 1
C -1.455 -1.561 -3.218
C -0.150 -1.031 -4.051
C 0.849 -0.299 -3.093
S 2.062 -1.540 -2.478
S 1.137 -2.443 -0.826
H -1.977 -2.288 -3.863
H -2.134 -0.715 -3.020
H -1.214 -2.050 -2.260
H 0.378 -1.857 -4.566
H -0.517 -0.331 -4.827
H 1.413 0.416 -3.723
H 0.388 0.273 -2.265
H 1.942 -2.004 0.164
C -1.373 1.328 1.772
C -0.028 1.809 2.430
C 0.971 0.642 2.768
S 0.554 -0.298 4.239
S 1.177 1.036 5.806
H -1.052 1.019 0.763
H -2.166 2.088 1.672
H -1.791 0.450 2.293
H 0.352 2.675 1.855
H -0.314 2.172 3.435
H 1.002 -0.101 1.948
H 1.969 1.116 2.830
H -0.025 1.493 6.216
*
```

HOMO: -8.9802 eV
LUMO: 0.26 eV
E: -49822.020 eV
energy relative to the best compared isomer or geometry (same formula, charge and spin): 42.78 kJ/mol
Kohn-Sham gap: 9.2 eV

=====

The following is a DFT calculation (ωB97M-V/def2-TZVPD) of C6H16Si2 in the gas phase at a distorted geometry.

Geometry as ORCA input:
```
! wB97M-V def2-TZVPD RIJCOSX def2/J DEFGRID3
* xyz 0 1
C 1.201 -1.957 0.594
C 1.486 -0.493 0.571
Si 3.232 0.097 0.272
C 0.465 0.401 0.444
C 0.651 1.852 0.199
Si -1.630 -0.115 0.130
C -2.816 1.427 0.007
C -1.659 -1.196 -1.435
H 0.152 -2.162 0.588
H 1.542 -2.485 1.470
H 1.482 -2.276 -0.486
H 3.840 0.054 -0.963
H 4.001 -0.733 1.227
H 3.589 1.612 0.646
H 0.283 2.390 1.130
H 0.062 2.099 -0.710
H 1.839 2.020 0.109
H -1.920 -0.797 1.460
H -3.898 1.076 -0.174
H -3.002 1.878 0.950
H -2.651 2.228 -0.765
H -1.311 -2.219 -1.236
H -2.639 -1.271 -2.009
H -0.884 -0.959 -2.185
*
```

HOMO: -8.8290 eV
LUMO: 0.81 eV
E: -22234.022 eV
energy relative to the best compared isomer or geometry (same formula, charge and spin): 109.95 kJ/mol
Kohn-Sham gap: 9.6 eV

=====

The following is a DFT calculation (ωB97M-V/def2-TZVPD) of a gas-phase ion, C6H17BNO3S (charge -1) at a distorted geometry.

Geometry as ORCA input:
```
! wB97M-V def2-TZVPD RIJCOSX def2/J DEFGRID3
* xyz -1 1
C 4.042 -0.580 0.445
N 3.049 0.484 0.323
C 2.355 0.517 -0.990
B 0.747 0.191 -0.875
C -0.166 1.553 -0.593
C -1.053 1.510 0.688
C -2.493 1.017 0.440
C -2.629 -0.326 -0.313
S -2.175 -1.800 0.665
O -1.033 -2.549 0.096
O -1.950 -1.502 2.090
O -3.489 -2.808 0.495
H 4.564 -0.774 -0.499
H 4.835 -0.277 1.159
H 3.609 -1.517 0.846
H 2.387 0.329 1.067
H 2.578 1.485 -1.489
H 2.807 -0.261 -1.639
H 0.341 -0.438 -1.840
H 0.602 -0.541 0.087
H -0.735 1.841 -1.499
H 0.563 2.374 -0.426
H -1.150 2.555 1.047
H -0.523 0.971 1.479
H -3.052 1.819 -0.059
H -2.981 0.888 1.420
H -2.062 -0.371 -1.252
H -3.687 -0.450 -0.590
H -3.302 -3.338 -0.282
*
```

HOMO: -3.7963 eV
LUMO: 2.74 eV
E: -25641.174 eV
Kohn-Sham gap: 6.5 eV

=====

The following is a DFT calculation (ωB97M-V/def2-TZVPD) of a molecular structure, C6H17F2N4P at a distorted geometry.

Geometry as ORCA input:
```
! wB97M-V def2-TZVPD RIJCOSX def2/J DEFGRID3
* xyz 0 1
C -1.796 1.423 1.681
C -2.252 0.774 -0.716
C -0.498 -2.655 0.181
C 0.211 -1.576 -1.932
C 1.123 2.143 -0.459
C 2.917 0.268 0.485
N 0.392 -0.433 1.976
N -1.368 0.552 0.466
N -0.098 -1.488 -0.534
N 1.264 0.728 -0.491
F 3.940 0.770 -0.241
F 1.442 -1.425 2.223
P 0.127 -0.150 0.418
H -2.716 1.168 2.062
H -1.118 1.213 2.474
H -1.804 2.445 1.315
H -2.091 -0.043 -1.457
H -3.356 0.819 -0.518
H -2.083 1.763 -1.286
H -0.500 -2.556 1.308
H -1.586 -2.786 -0.150
H 0.081 -3.481 -0.204
H 1.195 -1.241 -2.377
H 0.091 -2.725 -2.074
H -0.494 -1.072 -2.596
H 1.844 2.502 -1.244
H 0.084 2.465 -0.530
H 1.446 2.661 0.434
H 2.705 0.764 1.368
H 2.899 -0.825 0.419
*
```

HOMO: -8.2024 eV
LUMO: 0.79 eV
E: -27176.755 eV
energy relative to the best compared isomer or geometry (same formula, charge and spin): 296.25 kJ/mol
Kohn-Sham gap: 9.0 eV

=====

The following is a DFT calculation (ωB97M-V/def2-TZVPD) of a gas-phase ion, C6H17N2 (charge +1) at a distorted geometry.

Geometry as ORCA input:
```
! wB97M-V def2-TZVPD RIJCOSX def2/J DEFGRID3
* xyz 1 1
C 3.451 -0.353 -0.065
C 2.404 -1.348 -0.671
C 1.082 -0.681 -1.193
N 0.206 0.108 -0.310
C -0.871 -0.762 0.219
C -2.026 0.179 0.623
C -1.948 1.173 1.791
N -2.246 1.336 -0.449
H 2.945 0.627 0.184
H 4.032 -0.721 0.697
H 4.162 -0.154 -0.850
H 2.682 -1.953 -1.475
H 2.058 -1.832 0.183
H 0.556 -1.564 -1.547
H 1.433 -0.158 -2.114
H 0.757 0.531 0.459
H -0.970 -1.430 -0.657
H -0.702 -1.236 1.175
H -2.987 -0.508 0.746
H -1.435 0.631 2.592
H -1.237 2.074 1.864
H -2.969 1.369 2.121
H -2.798 1.145 -1.391
H -1.188 1.624 -0.792
H -2.610 2.199 -0.106
*
```

HOMO: -13.1930 eV
LUMO: -3.22 eV
E: -9469.331 eV
energy relative to the best compared isomer or geometry (same formula, charge and spin): 260.83 kJ/mol
Kohn-Sham gap: 10.0 eV

=====

The following is a DFT calculation (ωB97M-V/def2-TZVPD) of a gas-phase ion, C6H17N2 (charge +1) at a distorted geometry.

Geometry as ORCA input:
```
! wB97M-V def2-TZVPD RIJCOSX def2/J DEFGRID3
* xyz 1 1
C 0.320 -0.523 -2.685
C 0.201 -1.275 -1.348
C 1.167 -2.376 -0.978
N 0.212 -0.196 -0.244
C -0.367 -0.367 1.093
C -0.884 1.010 1.650
C 0.202 1.645 2.467
N -1.284 1.921 0.436
H 0.862 -1.121 -3.368
H 1.046 0.351 -2.612
H -0.688 -0.215 -3.285
H -0.864 -1.736 -1.236
H 2.116 -2.400 -1.551
H 1.508 -2.264 0.075
H 0.730 -3.389 -1.181
H 1.157 0.172 -0.336
H -1.303 -1.056 1.048
H 0.346 -0.725 1.806
H -1.870 0.781 2.179
H 0.999 2.062 1.821
H -0.179 2.494 3.006
H 0.796 0.866 2.956
H -2.055 1.400 -0.060
H -1.715 2.943 0.461
H -0.455 1.997 -0.114
*
```

HOMO: -12.8290 eV
LUMO: -3.40 eV
E: -9469.956 eV
energy relative to the best compared isomer or geometry (same formula, charge and spin): 200.50 kJ/mol
Kohn-Sham gap: 9.4 eV

=====

The following is a DFT calculation (ωB97M-V/def2-TZVPD) of a gas-phase ion, C6H17N2 (charge +1) at a distorted geometry.

Geometry as ORCA input:
```
! wB97M-V def2-TZVPD RIJCOSX def2/J DEFGRID3
* xyz 1 1
C 2.012 1.173 -0.431
C 0.885 0.908 -1.401
N 1.312 -0.026 -2.527
C -0.403 0.442 -0.771
C -0.325 -0.927 -0.047
C -0.181 -0.803 1.480
C -1.529 -0.880 2.180
N -2.469 0.151 1.764
H 2.394 0.293 0.088
H 2.893 1.675 -0.841
H 1.649 1.843 0.345
H 0.660 1.882 -1.839
H 2.180 -0.503 -2.267
H 1.541 0.528 -3.351
H 0.621 -0.751 -2.720
H -0.758 1.223 -0.108
H -1.228 0.357 -1.501
H 0.580 -1.434 -0.425
H -1.235 -1.474 -0.251
H 0.296 0.143 1.729
H 0.438 -1.599 1.898
H -1.971 -1.872 1.978
H -1.390 -0.928 3.252
H -2.712 0.818 2.481
H -3.263 -0.238 1.287
*
```

HOMO: -12.0160 eV
LUMO: -3.47 eV
E: -9471.433 eV
energy relative to the best compared isomer or geometry (same formula, charge and spin): 58.05 kJ/mol
Kohn-Sham gap: 8.6 eV

=====

The following is a DFT calculation (ωB97M-V/def2-TZVPD) of a gas-phase ion, C6H17N2 (charge +1) at a distorted geometry.

Geometry as ORCA input:
```
! wB97M-V def2-TZVPD RIJCOSX def2/J DEFGRID3
* xyz 1 1
C 1.078 -1.297 -1.723
C 1.000 0.226 -1.418
N 0.321 0.550 -0.164
C -0.697 1.527 -0.356
C -2.026 0.707 -0.661
C 1.112 0.628 0.975
C 0.815 -0.757 1.829
N -0.787 -1.002 1.876
H 0.068 -1.671 -1.806
H 1.491 -1.743 -0.760
H 1.544 -1.552 -2.634
H 0.555 0.911 -2.313
H 1.843 0.948 -1.612
H -0.651 2.241 0.460
H -0.766 2.153 -1.295
H -2.680 1.162 -1.493
H -1.684 -0.203 -1.013
H -2.815 0.611 0.039
H 0.942 1.372 1.706
H 2.334 0.652 0.806
H 1.160 -0.767 2.772
H 1.271 -1.482 1.176
H -1.139 -0.947 2.888
H -1.273 -0.388 1.150
H -1.014 -1.879 1.570
*
```

HOMO: -12.6202 eV
LUMO: -3.27 eV
E: -9468.242 eV
energy relative to the best compared isomer or geometry (same formula, charge and spin): 365.92 kJ/mol
Kohn-Sham gap: 9.3 eV

=====

E of number 8 (C6H17N2)? -9469.956 eV

=====

Kohn-Sham gap of number 1 (C6H16O4)? 10.7 eV

=====

Among the records above, which one has the highest HOMO? C6H17BNO3S

=====

Which value of E does entry 6 give? -27176.755 eV